No. 1
The following is a quantum chemistry calculation of a 23-piece molecular cluster, C62H178N8O38 overall, from the OMol25 dataset.

Geometry as XYZ:
```
286
C62H178N8O38 | the OMol25 dataset | ωB97M-V/def2-TZVPD
C 9.24 -18.66 -23.84
C 8.67 -18.53 -22.42
C 9.65 -17.66 -21.53
O 10.81 -18.38 -21.26
C 10.62 -19.28 -20.14
N 7.43 -17.75 -22.52
H 9.50 -17.65 -24.15
H 8.49 -19.11 -24.49
H 10.15 -19.26 -23.82
H 8.41 -19.52 -22.05
H 9.18 -17.39 -20.59
H 9.94 -16.77 -22.10
H 11.44 -19.99 -20.08
H 9.73 -19.91 -20.23
H 10.61 -18.76 -19.18
H 6.78 -18.36 -23.00
H 6.98 -17.78 -21.61
C 4.88 -11.08 -25.89
C 5.99 -11.94 -26.42
C 5.64 -12.49 -27.83
O 4.75 -13.56 -27.84
C 4.56 -14.18 -29.11
N 7.26 -11.34 -26.19
H 3.97 -11.67 -25.79
H 4.67 -10.28 -26.61
H 5.11 -10.62 -24.93
H 6.08 -12.84 -25.82
H 6.55 -12.82 -28.34
H 5.24 -11.70 -28.46
H 3.89 -13.55 -29.70
H 4.17 -15.20 -29.03
H 5.49 -14.29 -29.67
H 7.96 -12.07 -26.17
H 7.40 -10.86 -25.31
C 0.50 -13.09 -28.83
C 0.96 -12.76 -27.43
C 1.33 -14.12 -26.69
O 0.19 -14.78 -26.34
C 0.43 -16.03 -25.64
N 2.06 -11.74 -27.44
H -0.23 -13.90 -28.77
H 1.32 -13.46 -29.45
H 0.04 -12.21 -29.28
H 0.10 -12.24 -26.98
H 1.89 -13.93 -25.77
H 1.98 -14.80 -27.24
H -0.57 -16.41 -25.44
H 0.93 -15.78 -24.71
H 1.04 -16.61 -26.33
H 2.90 -12.27 -27.63
H 1.88 -11.03 -28.14
C 2.48 -11.00 -22.27
C 1.52 -11.85 -23.08
C 1.05 -13.17 -22.38
O 2.15 -13.85 -21.72
C 2.94 -14.54 -22.65
N 0.43 -11.13 -23.70
H 3.34 -11.57 -21.94
H 1.98 -10.62 -21.38
H 2.89 -10.11 -22.75
H 2.13 -12.28 -23.88
H 0.57 -13.92 -23.02
H 0.31 -12.93 -21.61
H 3.63 -13.85 -23.14
H 2.41 -15.09 -23.43
H 3.68 -15.15 -22.13
H 0.93 -10.51 -24.31
H -0.10 -11.81 -24.23
C 6.36 -14.44 -23.52
C 7.73 -13.90 -22.87
C 7.67 -13.77 -21.33
O 8.59 -12.77 -20.87
C 8.46 -12.59 -19.47
N 8.87 -14.74 -23.32
H 5.94 -15.34 -23.09
H 6.52 -14.66 -24.58
H 5.62 -13.64 -23.55
H 7.95 -12.93 -23.33
H 7.95 -14.68 -20.80
H 6.64 -13.63 -21.02
H 8.52 -13.51 -18.88
H 7.63 -12.02 -19.05
H 9.39 -12.06 -19.26
H 8.52 -15.65 -23.06
H 9.61 -14.65 -22.64
C 3.48 -17.36 -25.02
C 4.47 -17.73 -26.07
C 5.78 -16.93 -26.12
O 6.44 -17.03 -27.38
C 7.54 -16.18 -27.60
N 4.72 -19.20 -25.96
H 3.96 -17.45 -24.04
H 2.66 -18.08 -25.07
H 3.09 -16.35 -25.13
H 4.11 -17.52 -27.08
H 6.42 -17.39 -25.37
H 5.44 -15.94 -25.82
H 7.33 -15.17 -27.27
H 7.67 -16.11 -28.68
H 8.46 -16.49 -27.11
H 3.88 -19.74 -26.08
H 5.17 -19.28 -26.86
C 1.86 -24.30 -26.70
C 2.32 -22.79 -26.93
C 2.19 -21.88 -25.74
O 2.42 -20.49 -26.09
C 1.42 -19.94 -26.96
N 3.73 -22.89 -27.28
H 1.89 -24.83 -27.65
H 0.89 -24.29 -26.20
H 2.59 -24.82 -26.08
H 1.77 -22.37 -27.77
H 2.93 -22.18 -25.00
H 1.20 -21.97 -25.30
H 1.79 -19.99 -27.99
H 1.11 -18.92 -26.74
H 0.50 -20.52 -26.89
H 4.03 -21.94 -27.46
H 4.29 -23.12 -26.47
C -1.90 -16.34 -27.96
C -2.09 -17.83 -27.87
C -3.31 -18.18 -26.93
O -4.56 -17.61 -27.52
C -5.54 -17.24 -26.58
N -2.40 -18.42 -29.17
H -1.06 -16.21 -28.64
H -1.82 -15.87 -26.98
H -2.82 -15.94 -28.39
H -1.16 -18.25 -27.49
H -3.05 -17.76 -25.96
H -3.59 -19.22 -26.76
H -6.18 -16.54 -27.13
H -5.12 -16.83 -25.66
H -6.03 -18.12 -26.17
H -3.38 -18.17 -29.28
H -2.48 -19.43 -29.07
C 12.31 -14.65 -23.07
C 12.01 -15.71 -24.15
O 12.81 -15.79 -25.32
O 11.34 -14.47 -22.03
H 12.29 -13.66 -23.51
H 13.34 -14.66 -22.70
H 10.95 -15.73 -24.40
H 12.19 -16.66 -23.64
H 12.36 -16.31 -25.99
H 11.53 -13.70 -21.49
C 4.91 -19.83 -29.88
C 4.56 -18.38 -29.97
O 5.64 -17.54 -29.79
O 5.45 -20.16 -28.59
H 5.63 -19.98 -30.68
H 4.04 -20.49 -29.95
H 3.82 -18.28 -29.17
H 4.01 -18.09 -30.87
H 6.01 -17.68 -28.91
H 6.07 -20.89 -28.64
C 4.50 -20.96 -21.03
C 4.46 -20.31 -22.41
O 5.66 -20.05 -23.17
O 5.08 -20.00 -20.15
H 5.06 -21.89 -21.10
H 3.54 -21.29 -20.63
H 3.80 -19.45 -22.53
H 3.86 -21.00 -23.00
H 5.40 -19.85 -24.07
H 4.95 -20.32 -19.25
C 7.44 -23.23 -23.19
C 6.73 -23.81 -24.44
O 5.61 -23.17 -25.02
O 7.68 -21.85 -23.41
H 8.37 -23.71 -22.91
H 6.74 -23.28 -22.36
H 6.48 -24.82 -24.09
H 7.52 -23.86 -25.19
H 4.87 -23.29 -24.42
H 6.91 -21.34 -23.67
C -0.08 -16.53 -31.25
C 1.27 -16.20 -31.78
O 1.22 -15.24 -32.82
O -0.01 -17.63 -30.42
H -0.71 -16.87 -32.06
H -0.46 -15.64 -30.75
H 1.81 -17.10 -32.07
H 1.89 -15.82 -30.97
H 0.54 -15.52 -33.43
H -0.87 -17.75 -30.01
C 4.41 -16.85 -19.28
C 5.88 -16.59 -19.08
O 6.76 -17.57 -19.60
O 4.16 -17.13 -20.57
H 3.86 -15.96 -18.98
H 4.12 -17.70 -18.67
H 6.10 -16.72 -18.02
H 6.20 -15.62 -19.45
H 6.39 -18.39 -19.24
H 4.58 -17.98 -20.71
C 12.09 -19.49 -27.93
C 10.94 -18.58 -27.34
O 11.40 -17.25 -27.36
O 11.83 -19.86 -29.29
H 12.32 -20.40 -27.38
H 13.08 -19.07 -27.75
H 10.78 -18.93 -26.32
H 10.02 -18.65 -27.92
H 11.55 -16.91 -28.25
H 12.68 -19.79 -29.74
C 7.88 -10.26 -30.23
C 8.82 -11.26 -30.96
O 10.14 -10.79 -30.82
O 7.59 -9.08 -31.00
H 8.35 -9.96 -29.29
H 6.93 -10.76 -30.08
H 8.61 -11.38 -32.02
H 8.76 -12.24 -30.48
H 10.36 -10.72 -29.88
H 6.84 -8.68 -30.56
C 6.17 -15.42 -32.83
C 4.65 -15.62 -32.89
O 3.95 -14.38 -32.78
O 6.64 -15.18 -34.17
H 6.72 -16.30 -32.51
H 6.38 -14.61 -32.12
H 4.39 -16.34 -32.11
H 4.27 -16.06 -33.81
H 3.01 -14.57 -32.84
H 6.32 -14.33 -34.46
C 0.60 -16.33 -19.43
C -0.88 -16.62 -19.22
O -1.62 -16.08 -20.31
O 1.32 -17.42 -20.12
H 1.01 -16.08 -18.45
H 0.77 -15.36 -19.90
H -1.16 -16.21 -18.25
H -1.13 -17.68 -19.21
H -2.11 -15.34 -19.96
H 2.24 -17.16 -20.12
C 10.17 -13.77 -26.59
C 10.34 -13.06 -27.92
O 9.99 -11.69 -27.90
O 9.04 -13.36 -25.84
H 11.10 -13.62 -26.04
H 10.24 -14.86 -26.67
H 9.61 -13.55 -28.57
H 11.34 -13.18 -28.33
H 9.11 -11.62 -27.52
H 9.06 -13.88 -25.03
C -2.08 -13.86 -23.39
C -3.30 -14.51 -23.93
O -2.90 -15.74 -24.60
O -1.23 -13.38 -24.44
H -1.57 -14.46 -22.64
H -2.40 -12.94 -22.90
H -4.00 -13.88 -24.48
H -3.83 -14.85 -23.04
H -2.60 -16.35 -23.92
H -0.96 -14.13 -24.98
C 0.19 -19.32 -23.52
C 0.02 -20.06 -22.17
O -0.51 -19.22 -21.18
O -1.08 -18.93 -24.10
H 0.67 -19.97 -24.25
H 0.76 -18.40 -23.44
H 1.00 -20.39 -21.84
H -0.57 -20.98 -22.23
H 0.12 -18.51 -21.04
H -1.62 -18.35 -23.56
C 8.29 -19.15 -31.50
C 9.55 -18.31 -31.80
O 9.16 -16.89 -31.59
O 8.46 -20.55 -31.80
H 7.42 -18.73 -32.00
H 8.02 -18.87 -30.48
H 10.03 -18.45 -32.77
H 10.37 -18.57 -31.12
H 8.83 -16.51 -32.40
H 7.56 -20.83 -32.00
C 12.96 -16.50 -31.36
C 12.25 -15.48 -30.53
O 11.30 -16.14 -29.74
O 13.91 -16.00 -32.34
H 12.25 -17.07 -31.95
H 13.48 -17.12 -30.63
H 11.85 -14.72 -31.21
H 12.98 -15.00 -29.87
H 10.57 -16.36 -30.33
H 14.39 -16.74 -32.72
```

***

No. 2
106
Properties=species:S:1:pos:R:3 method="wB97M-V/def2-TZVPD" relative_energy_ev=0.225 charge=-1
Sr -0.40 0.57 0.17
Cl -2.60 7.03 7.08
C -2.17 5.73 6.00
C -1.41 4.68 6.46
C -1.08 3.65 5.59
C -1.50 3.66 4.26
C -2.27 4.74 3.83
C -2.61 5.77 4.69
C -1.16 2.55 3.33
C 0.20 2.32 3.07
C 1.31 3.08 3.63
C 2.44 2.50 3.17
C 2.04 1.38 2.33
C 2.92 0.48 1.73
C 4.37 0.82 1.78
C 4.91 1.61 0.77
C 6.26 1.94 0.76
C 7.07 1.46 1.78
Cl 8.77 1.87 1.79
C 6.56 0.67 2.79
C 5.21 0.35 2.78
C 2.58 -0.68 1.02
N 1.32 -1.09 0.73
C 1.43 -2.20 -0.05
C 0.35 -2.90 -0.60
C 0.69 -4.03 -1.52
C 0.39 -5.35 -1.20
C 0.73 -6.39 -2.06
C 1.39 -6.10 -3.24
Cl 1.82 -7.40 -4.32
C 1.71 -4.80 -3.58
C 1.35 -3.77 -2.72
C -1.02 -2.65 -0.37
C -2.12 -3.41 -0.94
C -3.26 -2.86 -0.47
C -2.86 -1.75 0.39
N -1.51 -1.65 0.41
C -3.75 -0.91 1.09
C -3.41 0.22 1.86
C -4.31 0.89 2.78
C -3.59 1.86 3.40
C -2.24 1.78 2.85
N -2.18 0.80 1.92
C -5.20 -1.27 1.04
C -5.65 -2.50 1.50
C -7.00 -2.84 1.45
C -7.90 -1.93 0.95
Cl -9.59 -2.34 0.89
C -7.49 -0.69 0.49
C -6.14 -0.37 0.54
C 2.83 -2.54 -0.23
C 3.54 -1.60 0.44
N 0.68 1.33 2.28
H -1.08 4.66 7.49
H -0.49 2.81 5.95
H -2.60 4.75 2.80
H -3.20 6.61 4.34
H 1.23 3.93 4.28
H 3.46 2.78 3.38
H 4.26 1.96 -0.03
H 6.68 2.55 -0.02
H 7.21 0.31 3.58
H 4.79 -0.27 3.57
H -0.11 -5.57 -0.27
H 0.50 -7.42 -1.81
H 2.22 -4.59 -4.51
H 1.60 -2.75 -2.97
H -2.02 -4.23 -1.64
H -4.27 -3.15 -0.70
H -5.33 0.62 2.98
H -3.91 2.53 4.18
H -4.93 -3.21 1.90
H -7.34 -3.80 1.82
H -8.21 0.01 0.09
H -5.80 0.60 0.19
H 3.21 -3.39 -0.78
H 4.61 -1.53 0.53
I -3.76 2.93 -0.75
C -2.58 4.64 -0.30
I -0.51 4.19 -0.14
H -2.92 5.05 0.64
H -2.72 5.38 -1.09
N -0.66 2.14 -3.53
C -1.65 1.25 -3.64
N -2.58 1.49 -4.60
S -1.79 -0.10 -2.65
H -0.64 2.97 -4.10
H 0.12 1.96 -2.89
H -2.37 2.10 -5.38
H -3.25 0.76 -4.75
F 3.68 -3.03 -7.29
C 4.54 -2.68 -6.31
F 5.61 -2.12 -6.92
F 4.98 -3.83 -5.75
C 3.92 -1.77 -5.30
C 4.63 -1.47 -4.14
C 4.08 -0.63 -3.19
C 2.81 -0.08 -3.37
C 2.13 -0.36 -4.56
C 2.68 -1.20 -5.52
C 2.19 0.73 -2.37
C 1.61 1.49 -1.59
H 5.61 -1.91 -3.97
H 4.62 -0.41 -2.28
H 1.14 0.06 -4.71
H 2.13 -1.42 -6.42

***

No. 3
91
Properties=species:S:1:pos:R:3 method="wB97M-V/def2-TZVPD" charge=-1
O 7.15 2.22 0.17
C 7.36 2.88 -0.99
C 7.64 4.51 -0.82
S 6.02 5.37 -1.26
O 5.61 4.83 -2.66
O 6.38 6.90 -1.37
N 4.78 5.25 -0.03
S 3.56 4.07 -0.42
O 2.60 4.01 0.83
O 4.12 2.60 -0.56
I 2.13 4.69 -2.30
H 7.38 2.35 -2.04
H 8.07 4.80 0.23
H 8.44 4.82 -1.65
C -1.01 2.75 -5.86
C -0.80 3.24 -7.30
O -0.50 4.62 -7.18
S 0.30 4.88 -5.77
O 1.72 4.92 -6.06
O -0.39 5.92 -5.04
O -0.04 3.44 -5.08
H -2.00 3.02 -5.50
H -0.87 1.67 -5.77
H -1.68 3.08 -7.92
H 0.07 2.74 -7.76
C 7.79 -0.96 1.44
C 6.27 -1.08 1.43
O 6.01 -2.36 0.85
S 7.22 -3.38 1.25
O 6.79 -4.16 2.40
O 7.73 -3.98 0.04
O 8.28 -2.26 1.76
H 8.17 -0.69 0.45
H 8.14 -0.23 2.17
H 5.79 -0.29 0.85
H 5.87 -1.08 2.45
C 2.15 -4.96 3.06
C 1.78 -5.12 1.59
O 1.78 -3.80 1.06
S 2.90 -2.91 1.85
O 4.10 -2.89 1.06
O 2.26 -1.71 2.34
O 3.13 -3.93 3.10
H 1.28 -4.63 3.65
H 2.55 -5.88 3.50
H 0.81 -5.60 1.45
H 2.55 -5.70 1.06
C -6.32 3.02 -8.86
C -5.33 4.18 -8.91
O -4.92 4.37 -7.55
S -4.93 2.93 -6.79
O -3.58 2.41 -6.80
O -5.72 3.06 -5.59
O -5.80 2.11 -7.90
H -7.30 3.35 -8.52
H -6.42 2.53 -9.84
H -5.78 5.09 -9.31
H -4.44 3.92 -9.49
C -2.77 -3.61 -1.19
C -2.28 -2.74 -0.04
O -2.42 -3.55 1.13
S -2.19 -5.11 0.71
O -0.82 -5.46 1.02
O -3.32 -5.88 1.18
O -2.32 -4.93 -0.90
H -3.87 -3.62 -1.23
H -2.38 -3.27 -2.16
H -2.85 -1.82 0.07
H -1.21 -2.50 -0.15
C -2.01 0.24 4.28
C -3.53 0.12 4.27
O -3.79 -1.16 3.69
S -2.58 -2.18 4.09
O -3.01 -2.96 5.24
O -2.07 -2.78 2.88
O -1.52 -1.06 4.60
H -1.63 0.51 3.29
H -1.66 0.98 5.01
H -4.01 0.91 3.68
H -3.93 0.12 5.29
C -5.85 -2.63 8.72
C -5.15 -2.50 7.37
O -5.70 -1.32 6.78
S -6.07 -0.26 7.96
O -4.99 0.68 8.08
O -7.45 0.14 7.79
O -5.98 -1.30 9.21
H -6.86 -3.05 8.60
H -5.28 -3.25 9.42
H -5.31 -3.37 6.72
H -4.07 -2.34 7.50

***

Short version: orbital gap = 0.3001 0.2068 0.2733 Eh, in the order given.